[1]
DFT (ωB97M-V with the def2-TZVPD basis set) results for a single C8H12IO3PS molecule.

The geometry in XYZ format:
```
26
C8H12IO3PS ωB97M-V with the def2-TZVPD basis set
I -1.64843 2.30262 4.15460
S -3.66626 3.91128 2.02084
P -0.39483 0.94440 0.67638
O 0.38185 0.87537 -0.74677
O -1.31951 -0.37214 0.51462
O 0.53977 0.96206 1.82110
C -2.37206 2.91787 2.39682
C -1.28469 -1.41603 1.47274
C -1.55107 2.21916 0.46754
C -2.57489 2.74307 -0.27133
C 1.81850 0.84645 -0.92917
C -3.65143 3.45330 0.23191
C 2.34026 -0.59835 -1.07044
C -1.25294 -2.74316 0.69715
H -1.71092 -2.47911 -0.30688
H -0.17542 -2.77913 0.56384
H 1.62100 -1.18686 -1.62851
H -2.24974 -1.33038 2.18880
H -1.63584 -3.61277 1.27365
H 2.47595 1.18669 -0.02883
H -4.41829 4.02602 -0.29748
H 2.27123 -1.15599 -0.12506
H -0.46682 -1.27339 2.30057
H -2.64062 2.52970 -1.32393
H 3.31732 -0.53014 -1.39552
H 1.82335 1.46883 -1.84416
```

## Properties
Charge = 0
Frontier orbital gap (spin up / spin down) = 6.89 / 6.88 eV
Energy relative to the best compared isomer or geometry (same formula, charge and spin) = 0.2977 eV
Max |F| = 5.15 eV/A
E_HOMO (spin up / spin down) = -7.7 / -7.7 eV

=====

[2]
DFT (ωB97M-V with the def2-TZVPD basis set) results for a molecular structure, C15H31FO7.

The geometry in XYZ format:
```
54
C15H31FO7 ωB97M-V with the def2-TZVPD basis set
F 4.03728 -1.27164 1.47783
O 1.44668 1.62111 1.46711
O -1.70903 2.33528 2.77872
O -0.78140 -2.54567 -2.46588
O 2.14883 -0.38856 2.35928
O 1.92477 -0.24672 0.16757
O -0.74763 -1.51722 -0.40753
O 0.98025 -0.47477 -3.40527
C -0.39340 -2.43558 -1.28662
C 0.69613 0.65828 -4.20918
C 0.43251 -3.48172 -0.65662
C 2.06241 -1.59113 0.47566
C -3.05455 2.05805 3.27435
C 2.06829 -0.23049 -2.53511
C 0.69476 2.42401 3.25132
C -1.62084 -0.43943 -0.82899
C 1.82570 0.44979 1.32494
C -2.12944 0.37108 0.34654
C 2.42697 -1.54129 -1.72332
C -4.20351 2.13929 2.26268
C -0.69061 2.06344 3.78204
C -0.30147 0.22890 -5.29950
C 2.77465 -1.47154 1.79496
H 2.67738 -2.10854 -0.26067
H 2.94686 0.03671 -3.12231
H 2.53619 -2.32965 -2.46807
H 0.29034 1.34782 -3.46894
H 1.56751 -1.55500 -1.05308
H -3.07568 1.08799 3.77097
H 0.04827 -3.77387 0.32068
H 2.65346 -2.30037 2.49243
H -4.02365 1.53767 1.37173
H 0.99565 3.47166 3.25368
H -2.45408 -0.87037 -1.38405
H 1.42361 -3.05862 -0.49295
H 3.29562 -1.34324 -1.09537
H 1.80595 0.57155 -1.84519
H 1.08634 -2.06232 0.59124
H 1.57897 1.04761 -4.71626
H 1.44639 1.98736 3.90896
H -0.26446 -0.83012 -5.55486
H -0.20887 0.87784 -6.17035
H -3.20596 2.79339 4.06459
H -4.36130 3.15846 1.90982
H -0.90754 2.52911 4.74339
H 0.85743 1.98861 2.26539
H -0.76644 1.01274 4.06203
H -5.09814 1.70684 2.71069
H 0.45281 -4.22845 -1.45041
H -1.04027 0.35110 -1.30448
H -1.31005 0.42567 -4.93598
H -1.33323 0.84839 0.91780
H -2.74939 1.18765 -0.02353
H -2.75105 -0.22111 1.01811
```

## Properties
Charge = 0
Frontier orbital gap = 8.42 eV
Max |F| = 14.77 eV/A
E_HOMO = -8.0 eV

=====

[3]
DFT (ωB97M-V with the def2-TZVPD basis set) results for a single C25H23BrN2O5 molecule.

The geometry in XYZ format:
```
56
C25H23BrN2O5 ωB97M-V with the def2-TZVPD basis set
Br -0.30212 4.30819 2.48538
O 0.85280 1.48246 0.51974
O -0.29792 -1.61506 -2.71269
O 0.04826 3.49490 -1.03108
O -1.22110 -3.90592 1.45837
O 2.81035 -0.42985 0.00748
N -0.10155 -0.44272 -2.31921
N 0.14075 2.19697 -1.50905
C -0.37806 -2.13022 0.20797
C -0.90228 2.66134 -4.99537
C -2.70364 0.62606 0.95399
C 4.62398 1.07086 0.24426
C -0.24131 1.94061 -2.79942
C 0.34668 -0.15385 -1.10569
C -2.27135 0.68927 2.26653
C -0.36260 0.60941 -3.21717
C 0.50396 1.20009 -0.60606
C 0.61194 -1.23107 -0.14141
C 2.08235 -2.24484 1.46034
C -0.75345 0.31741 -4.52244
C -1.69431 2.77707 0.50416
C -1.02411 1.33708 -5.40673
C -1.13535 -4.85175 2.50351
C 1.87421 -1.29096 0.47563
C -0.16231 -3.08527 1.19945
C 1.07583 -3.12553 1.82717
C -1.25591 3.79215 -0.51421
C -1.28409 2.82528 1.83212
C 3.97134 -0.19339 0.78063
C -1.31345 -4.22244 3.88318
C -2.41396 1.66288 0.08504
C -0.51609 2.96573 -3.70849
C -1.57143 1.79620 2.71112
H -0.19252 -5.40949 2.44748
H -1.22967 1.85601 3.73286
H -2.27625 -3.72038 3.93665
H -1.32534 1.11008 -6.41682
H 4.65923 -1.04782 0.69914
H -0.53353 -3.49077 4.07940
H 4.88977 0.93859 -0.80116
H 5.51886 1.29949 0.81599
H -0.40214 3.99017 -3.39039
H -0.83145 -0.72263 -4.79975
H -1.10714 3.46111 -5.69028
H -1.33958 -2.10083 -0.27769
H 3.03763 -2.31847 1.95605
H -1.13397 4.78783 -0.08448
H -1.98043 3.83193 -1.33976
H -1.27537 -4.99437 4.64696
H 3.92406 1.89808 0.32478
H -2.74194 1.60783 -0.94497
H 3.69619 -0.05608 1.83379
H -3.25264 -0.23344 0.60218
H -1.95587 -5.54780 2.30663
H 1.29005 -3.84590 2.60081
H -2.47402 -0.12425 2.94554
```

## Properties
Charge = 0
Frontier orbital gap = 7.46 eV
Energy relative to the best compared isomer or geometry (same formula, charge and spin) = 3.1720 eV
Max |F| = 1.06 eV/A
E_HOMO = -7.8 eV

=====

[4]
DFT (ωB97M-V with the def2-TZVPD basis set) results for a gas-phase ion, C5H8N (charge +1).

The geometry in XYZ format:
```
14
C5H8N ωB97M-V with the def2-TZVPD basis set
N 0.98847 -0.06968 0.23794
C 2.13348 0.23712 0.61279
C -0.53923 -1.01924 -1.01187
C -0.32780 0.16269 -0.15025
C -0.04646 -1.19989 0.31849
C -1.35298 1.23403 0.12770
H -0.25822 -1.93160 1.09094
H 0.15542 -1.19533 -1.86452
H -1.57780 -1.25945 -1.15053
H -1.08767 1.48880 1.12652
H 2.81837 -0.55563 1.01968
H -2.47142 0.91022 -0.03917
H -1.04249 2.06791 -0.57299
H 2.60833 1.13006 0.25527
```

## Properties
Charge = +1
Frontier orbital gap (spin up / spin down) = 8.18 / 8.57 eV
Energy relative to the best compared isomer or geometry (same formula, charge and spin) = 4.7898 eV
Max |F| = 13.90 eV/A
Spin multiplicity = 3
E_HOMO (spin up / spin down) = -11.1 / -17.1 eV

=====

[5]
DFT (ωB97M-V with the def2-TZVPD basis set) results for 3 unconnected molecules or ions with the total composition C3H9NO4.

The geometry in XYZ format:
```
17
C3H9NO4 ωB97M-V with the def2-TZVPD basis set
O 1.95015 -0.45805 2.44358
O -2.10620 -0.82988 1.96174
O -0.69608 2.36285 -0.83877
O -0.17291 -2.11600 -2.06559
N -0.14970 0.17361 -1.64418
C -0.15832 1.28795 -0.64276
C 0.07935 -1.20485 -1.28486
C 0.89450 1.11916 0.39787
H 1.77995 0.80210 -0.08637
H -1.77839 -1.03590 1.02186
H -0.65715 0.50767 -2.45628
H 1.06520 2.05867 0.94820
H 0.65539 0.26925 1.12417
H -1.35946 -0.98595 2.57153
H 1.48384 -0.37096 3.36105
H 0.44001 -1.35171 -0.32944
H 2.72562 0.00672 2.52530
```

## Properties
Charge = 0
Frontier orbital gap = 10.39 eV
Energy relative to the best compared isomer or geometry (same formula, charge and spin) = 1.1260 eV
Max |F| = 5.46 eV/A
E_HOMO = -10.3 eV
SMILES string = CC(=O)NC=O.O.O

=====

[6]
DFT (ωB97M-V with the def2-TZVPD basis set) results for a single C4H5NS2 molecule.

The geometry in XYZ format:
```
12
C4H5NS2 ωB97M-V with the def2-TZVPD basis set
S 0.41884 1.75987 -0.89824
S 0.88372 -2.22546 -0.15294
N -2.49586 -0.20748 -0.37962
C 1.01773 -0.67438 0.24108
C -1.39230 -0.02545 -0.11051
C -0.21466 0.90329 1.75339
C -0.06525 0.39835 0.30429
H -0.92825 1.75252 1.88516
H -0.60861 0.08023 2.39111
H -0.59614 2.52806 -0.59331
H 1.95862 -0.30411 0.53758
H 0.73126 1.23423 2.12616
```

## Properties
Charge = 0
Frontier orbital gap = 8.53 eV
Energy relative to the best compared isomer or geometry (same formula, charge and spin) = 1.5541 eV
Max |F| = 1.37 eV/A
E_HOMO = -9.5 eV
SMILES string = C[C@](S)(C#N)C=S